{
  "formula": "C17H19F4N2O3",
  "method": "wB97M-V/def2-TZVPD",
  "species": ["C", "C", "C", "N", "C", "C", "C", "C", "O", "O", "C", "C", "O", "C", "F", "F", "F", "C", "N", "H", "H", "H", "H", "H", "H", "H", "H", "H", "H", "H", "H", "H", "H", "F", "C", "C", "C", "C", "C", "C", "H", "H", "H", "H", "H"],
  "coordinates": [[-2.013, 2.431, 4.032], [-2.857, 1.235, 3.296], [-2.325, -0.194, 3.802], [-2.658, -1.341, 2.837], [-1.350, -1.630, 2.175], [-0.900, -0.598, 1.086], [0.472, -0.799, 0.380], [0.906, 0.315, -0.695], [1.658, 0.084, -1.671], [0.320, 1.618, -0.486], [1.327, -2.043, 0.775], [2.740, -2.284, 0.040], [3.397, -3.356, 0.765], [4.675, -3.661, 0.236], [4.681, -4.672, -0.752], [5.450, -4.166, 1.336], [5.390, -2.553, -0.274], [0.750, -2.993, 1.880], [-0.542, -2.773, 2.528], [-1.299, 2.941, 3.285], [-1.379, 1.960, 4.860], [-2.767, 3.208, 4.399], [-3.988, 1.318, 3.524], [-2.741, 1.422, 2.175], [-2.699, -0.418, 4.859], [-1.172, -0.119, 3.879], [-2.782, -2.154, 3.484], [-1.539, 0.299, 0.785], [0.331, 1.724, 0.499], [2.495, -2.628, -1.035], [3.288, -1.282, 0.053], [1.404, -3.888, 2.176], [-0.913, -3.409, 3.255], [-2.027, 2.061, -2.623], [-1.240, 2.214, -3.703], [0.137, 2.156, -3.555], [0.952, 2.308, -4.673], [0.379, 2.528, -5.924], [-1.005, 2.589, -6.060], [-1.820, 2.426, -4.944], [0.564, 1.993, -2.574], [2.030, 2.257, -4.570], [1.015, 2.651, -6.795], [-1.449, 2.764, -7.034], [-2.900, 2.462, -5.032]],
  "gap_ev": 5.3,
  "charge": 1,
  "e_tot_ha": -1393.458176,
  "fmax_ha_per_bohr": 0.1069
}


{
  "formula": "C17H19F8O12",
  "method": "wB97M-V/def2-TZVPD",
  "species": ["O", "C", "O", "C", "C", "O", "C", "C", "F", "F", "C", "F", "F", "C", "F", "F", "C", "F", "F", "H", "H", "H", "H", "H", "H", "H", "C", "C", "O", "C", "O", "O", "H", "H", "H", "H", "C", "C", "O", "C", "O", "O", "H", "H", "H", "H", "C", "C", "O", "C", "O", "O", "H", "H", "H", "H"],
  "coordinates": [[0.149, -1.367, 0.673], [0.595, -2.183, -0.287], [1.398, -3.386, 0.107], [0.310, -1.831, -1.865], [1.694, -1.793, -2.787], [2.575, -0.649, -2.479], [3.652, -1.022, -1.550], [4.610, 0.221, -1.063], [5.600, -0.384, -0.094], [5.429, 0.734, -2.212], [3.833, 1.420, -0.260], [2.572, 1.882, -0.886], [4.763, 2.610, -0.277], [3.515, 1.111, 1.318], [3.084, -0.274, 1.615], [4.781, 1.441, 2.072], [2.360, 2.129, 1.961], [0.960, 1.630, 1.701], [2.519, 3.541, 1.542], [-0.262, -0.783, -1.897], [-0.483, -2.621, -2.268], [1.312, -1.620, -3.902], [2.257, -2.833, -2.803], [3.303, -1.583, -0.583], [4.356, -1.778, -2.147], [2.511, 2.070, 3.141], [-1.874, 3.319, 3.944], [-0.460, 2.890, 3.721], [0.270, 3.686, 4.636], [-0.598, 4.050, 5.625], [-0.267, 4.597, 6.663], [-1.882, 3.720, 5.301], [-2.587, 2.508, 3.775], [-2.154, 4.175, 3.320], [-0.300, 1.834, 3.965], [-0.126, 3.072, 2.696], [-1.892, -6.219, -2.417], [-1.501, -7.232, -3.443], [-1.061, -6.441, -4.530], [-0.684, -5.234, -4.016], [-0.096, -4.370, -4.645], [-1.048, -5.121, -2.705], [-1.730, -6.576, -1.396], [-2.935, -5.901, -2.520], [-0.672, -7.867, -3.110], [-2.338, -7.869, -3.741], [-5.103, 3.382, -0.400], [-4.163, 4.386, 0.183], [-3.560, 3.685, 1.253], [-3.665, 2.354, 0.965], [-3.103, 1.468, 1.588], [-4.479, 2.145, -0.110], [-5.232, 3.508, -1.478], [-6.087, 3.402, 0.081], [-3.384, 4.690, -0.525], [-4.680, 5.279, 0.547]],
  "gap_ev": 6.1,
  "charge": -1,
  "de_lowest_kj_mol": 450.0,
  "e_tot_ha": -2360.823664,
  "fmax_ha_per_bohr": 0.1427
}


{
  "formula": "C17H19GaN2OSbSe4",
  "method": "wB97M-V/def2-TZVPD",
  "species": ["Ga", "Se", "Sb", "Se", "Se", "Se", "C", "C", "C", "C", "N", "C", "C", "C", "C", "C", "C", "C", "H", "H", "H", "H", "H", "H", "H", "H", "O", "C", "C", "C", "C", "C", "C", "N", "H", "H", "H", "H", "H", "H", "H", "H", "H", "H", "H"],
  "coordinates": [[0.078, 0.094, 1.173], [-4.401, -0.045, 3.062], [-3.234, -0.217, 0.939], [-1.273, -1.875, 1.370], [-1.588, 1.747, 0.567], [-4.422, -0.838, -0.993], [-0.895, 0.828, 5.407], [0.378, 0.712, 5.927], [1.470, 0.618, 5.091], [1.238, 0.700, 3.737], [0.000, 0.730, 3.225], [-1.072, 0.736, 4.059], [2.336, 0.797, 2.703], [3.696, 1.132, 3.035], [4.637, 1.210, 2.019], [4.231, 1.028, 0.693], [2.943, 0.754, 0.360], [1.971, 0.623, 1.385], [-1.776, 0.918, 6.007], [0.463, 0.577, 7.009], [2.455, 0.494, 5.545], [-2.084, 0.741, 3.645], [4.016, 1.299, 4.082], [5.727, 1.391, 2.307], [4.925, 1.074, -0.197], [2.777, 0.453, -0.667], [0.576, -0.859, -1.324], [-0.095, -0.878, -2.324], [-0.568, 0.405, -2.998], [-1.988, 0.461, -3.457], [-2.205, -0.228, -4.759], [-2.034, -1.717, -4.727], [-0.694, -2.234, -4.341], [-0.331, -2.084, -2.944], [0.207, 0.654, -3.792], [-0.315, 1.096, -2.189], [-2.173, 1.515, -3.445], [-2.694, 0.065, -2.696], [-1.553, 0.241, -5.518], [-3.127, 0.102, -5.231], [-2.232, -2.031, -5.742], [-2.709, -2.198, -4.022], [0.068, -1.728, -4.927], [-0.644, -3.301, -4.531], [-0.087, -2.959, -2.523]],
  "gap_ev": 6.8,
  "charge": -1,
  "e_tot_ha": -12614.937440,
  "fmax_ha_per_bohr": 0.0461
}


{
  "formula": "C17H19N",
  "method": "wB97M-V/def2-TZVPD",
  "species": ["C", "C", "C", "N", "C", "C", "C", "C", "C", "C", "H", "H", "H", "H", "H", "H", "H", "H", "H", "C", "C", "C", "C", "C", "C", "C", "C", "H", "H", "H", "H", "H", "H", "H", "H", "H", "H"],
  "coordinates": [[-0.482, -0.218, -2.906], [0.294, -1.470, -2.668], [0.968, -2.346, -3.469], [1.377, -3.459, -2.776], [1.036, -3.277, -1.447], [1.229, -4.159, -0.389], [0.634, -3.816, 0.814], [-0.222, -2.736, 0.943], [-0.413, -1.910, -0.159], [0.278, -2.090, -1.361], [0.081, 0.642, -2.530], [-1.423, -0.161, -2.359], [-0.784, -0.149, -3.954], [1.301, -2.191, -4.486], [1.653, -4.326, -3.184], [1.854, -5.018, -0.597], [0.840, -4.407, 1.698], [-0.668, -2.440, 1.879], [-1.164, -1.123, -0.167], [-2.342, 2.304, 3.914], [-0.930, 2.056, 3.336], [-0.504, 2.824, 2.102], [-1.370, 2.814, 0.993], [-0.950, 3.388, -0.188], [0.336, 3.966, -0.297], [1.203, 3.875, 0.742], [0.790, 3.253, 1.964], [-2.964, 2.940, 3.273], [-2.297, 2.780, 4.891], [-2.955, 1.408, 4.011], [-0.269, 2.308, 4.159], [-0.807, 0.994, 3.110], [-2.427, 2.624, 1.122], [-1.560, 3.449, -1.080], [0.546, 4.429, -1.254], [2.266, 4.076, 0.771], [1.519, 3.152, 2.750]],
  "gap_ev": 8.6,
  "charge": 0,
  "de_lowest_kj_mol": 105.5,
  "e_tot_ha": -713.922100,
  "fmax_ha_per_bohr": 0.0535,
  "smiles": "Cc1c[nH]c2ccccc12.CCc1ccccc1"
}


{
  "formula": "C17H19N2NdO6P",
  "method": "wB97M-V/def2-TZVPD",
  "species": ["Nd", "O", "C", "C", "C", "C", "C", "C", "C", "O", "N", "N", "C", "C", "C", "C", "C", "C", "C", "O", "H", "H", "H", "H", "H", "H", "H", "H", "H", "H", "C", "O", "P", "O", "C", "O", "C", "H", "H", "H", "H", "H", "H", "H", "H", "H"],
  "coordinates": [[-1.748, 0.500, -0.837], [2.704, -2.769, -1.262], [1.690, -3.647, -1.186], [1.931, -5.021, -1.191], [0.901, -5.933, -1.090], [-0.409, -5.492, -0.979], [-0.663, -4.140, -0.981], [0.360, -3.192, -1.089], [-0.041, -1.779, -1.113], [-1.317, -1.509, -1.008], [0.889, -0.856, -1.216], [0.437, 0.445, -1.250], [1.322, 1.399, -1.288], [0.973, 2.793, -1.297], [2.013, 3.742, -1.381], [1.768, 5.093, -1.380], [0.459, 5.562, -1.281], [-0.583, 4.668, -1.198], [-0.379, 3.277, -1.217], [-1.437, 2.491, -1.120], [3.539, -3.248, -1.375], [2.950, -5.372, -1.277], [1.111, -6.990, -1.097], [-1.220, -6.195, -0.898], [-1.676, -3.776, -0.903], [2.379, 1.120, -1.319], [3.030, 3.381, -1.450], [2.580, 5.798, -1.455], [0.260, 6.623, -1.266], [-1.599, 5.021, -1.115], [-1.078, 3.101, 2.223], [-0.666, 1.783, 2.604], [-1.289, 0.512, 1.873], [-0.478, -0.667, 2.568], [0.891, -0.946, 2.242], [-2.699, 0.357, 2.642], [-3.593, -0.649, 2.189], [-0.511, 3.788, 2.847], [-2.145, 3.233, 2.408], [-0.853, 3.288, 1.169], [1.175, -1.788, 2.873], [1.516, -0.085, 2.474], [1.001, -1.215, 1.187], [-4.536, -0.499, 2.715], [-3.196, -1.640, 2.419], [-3.764, -0.568, 1.088]],
  "gap_ev": [7.1, 7.2],
  "s2": 3.753,
  "charge": 1,
  "spin_multiplicity": 4,
  "e_tot_ha": -2122.791108,
  "fmax_ha_per_bohr": 0.0925
}


{
  "formula": "C17H19N3O4S",
  "method": "wB97M-V/def2-TZVPD",
  "species": ["O", "C", "C", "C", "C", "O", "C", "C", "C", "N", "C", "S", "C", "C", "C", "H", "H", "H", "H", "H", "C", "O", "N", "C", "C", "H", "H", "H", "H", "H", "H", "H", "C", "O", "N", "C", "C", "H", "H", "H", "H", "H", "H", "H"],
  "coordinates": [[4.691, -3.217, 1.770], [4.413, -2.118, 1.342], [5.459, -1.277, 0.656], [5.391, 0.046, 0.699], [4.248, 0.707, 1.431], [4.326, 1.815, 1.917], [2.963, -0.109, 1.485], [1.751, 0.546, 1.548], [0.628, -0.254, 1.549], [-0.718, 0.350, 1.567], [-1.171, 0.282, 0.437], [-1.845, -0.177, -0.907], [0.689, -1.629, 1.499], [1.907, -2.285, 1.442], [3.037, -1.497, 1.436], [6.277, -1.748, 0.113], [6.102, 0.699, 0.199], [1.706, 1.630, 1.589], [-0.226, -2.217, 1.480], [1.962, -3.368, 1.375], [-5.547, -0.374, -0.336], [-5.863, -0.166, -1.491], [-6.396, -0.369, 0.712], [-5.947, -0.625, 2.066], [-7.803, -0.098, 0.471], [-4.505, -0.590, -0.049], [-6.465, -1.500, 2.464], [-6.170, 0.240, 2.695], [-4.875, -0.809, 2.085], [-8.206, -0.843, -0.215], [-7.912, 0.886, 0.014], [-8.354, -0.129, 1.408], [3.608, 1.730, -2.228], [4.147, 1.061, -1.364], [2.349, 1.551, -2.667], [1.764, 2.385, -3.699], [1.551, 0.485, -2.084], [4.128, 2.562, -2.731], [0.880, 2.889, -3.303], [1.474, 1.764, -4.549], [2.478, 3.134, -4.035], [1.461, 0.647, -1.010], [2.049, -0.473, -2.248], [0.563, 0.464, -2.535]],
  "gap_ev": 8.8,
  "charge": 0,
  "de_lowest_kj_mol": 308.3,
  "e_tot_ha": -1522.577120,
  "fmax_ha_per_bohr": 0.0291
}


{
  "formula": "C17H19NO",
  "method": "wB97M-V/def2-TZVPD",
  "species": ["C", "C", "C", "N", "C", "C", "C", "C", "C", "C", "H", "H", "H", "H", "H", "H", "H", "H", "H", "C", "C", "C", "C", "C", "C", "O", "C", "C", "H", "H", "H", "H", "H", "H", "H", "H", "H", "H"],
  "coordinates": [[-1.895, -3.270, 0.955], [-0.692, -2.406, 1.152], [-0.366, -1.516, 2.100], [0.950, -1.098, 1.954], [1.425, -1.631, 0.749], [2.570, -1.222, 0.073], [2.682, -1.683, -1.239], [1.685, -2.460, -1.820], [0.492, -2.700, -1.164], [0.413, -2.417, 0.204], [-2.589, -3.072, 1.770], [-1.599, -4.299, 1.178], [-2.391, -3.226, -0.008], [-0.813, -1.224, 3.041], [1.232, -0.148, 2.130], [3.395, -0.612, 0.420], [3.619, -1.499, -1.743], [1.805, -2.770, -2.848], [-0.296, -3.241, -1.672], [-2.520, 0.287, -0.793], [-2.448, 1.705, -0.232], [-1.033, 2.201, -0.155], [-0.204, 1.845, 0.912], [1.098, 2.291, 0.941], [1.567, 3.187, -0.023], [2.880, 3.607, 0.131], [0.787, 3.544, -1.100], [-0.522, 3.072, -1.102], [-2.144, 0.286, -1.819], [-3.549, -0.061, -0.835], [-1.866, -0.381, -0.238], [-3.105, 2.340, -0.823], [-2.906, 1.871, 0.755], [-0.603, 1.263, 1.735], [1.722, 2.197, 1.815], [3.308, 3.528, -0.729], [1.143, 4.177, -1.897], [-1.231, 3.536, -1.777]],
  "gap_ev": 8.7,
  "charge": 0,
  "de_lowest_kj_mol": 170.0,
  "e_tot_ha": -789.172369,
  "fmax_ha_per_bohr": 0.0344,
  "smiles": "Cc1c[nH]c2ccccc12.CCc1ccc(O)cc1"
}


{
  "formula": "C17H19NO3",
  "method": "wB97M-V/def2-TZVPD",
  "species": ["C", "O", "C", "C", "C", "C", "C", "C", "C", "C", "C", "C", "C", "C", "C", "C", "C", "C", "N", "O", "O", "H", "H", "H", "H", "H", "H", "H", "H", "H", "H", "H", "H", "H", "H", "H", "H", "H", "H", "H"],
  "coordinates": [[3.655, 1.171, -2.096], [2.306, 1.495, -1.599], [1.458, 0.583, -1.066], [0.069, 0.862, -1.419], [-0.847, -0.187, -1.626], [-2.159, 0.072, -2.038], [-2.601, 1.405, -2.252], [-4.053, 1.651, -2.623], [-1.700, 2.459, -1.959], [-0.373, 2.181, -1.531], [1.525, 0.781, 0.650], [0.818, -0.192, 1.618], [1.350, -1.493, 1.619], [0.760, -2.591, 2.283], [-0.469, -2.408, 2.962], [-1.238, -3.620, 3.424], [-0.999, -1.107, 3.079], [-0.390, -0.028, 2.415], [2.986, 0.646, 0.799], [3.729, 1.600, 1.050], [3.503, -0.507, 0.515], [4.130, 2.167, -2.065], [4.159, 0.397, -1.473], [3.474, 0.808, -3.136], [1.759, -0.473, -0.996], [-0.474, -1.205, -1.510], [-2.864, -0.765, -2.191], [-4.246, 2.709, -2.716], [-4.239, 1.147, -3.558], [-4.748, 1.273, -1.880], [-2.053, 3.501, -2.061], [0.299, 3.020, -1.363], [1.011, 1.730, 0.708], [2.270, -1.713, 1.047], [1.187, -3.616, 2.227], [-2.263, -3.361, 3.719], [-1.293, -4.408, 2.653], [-0.703, -4.043, 4.281], [-1.943, -0.942, 3.649], [-0.793, 1.002, 2.461]],
  "gap_ev": 8.5,
  "charge": 0,
  "de_lowest_kj_mol": 564.1,
  "e_tot_ha": -939.499046,
  "fmax_ha_per_bohr": 0.0739,
  "smiles": "CO[C@H](c1ccc(C)cc1)[C@@H](c1ccc(C)cc1)[N+](=O)[O-]"
}